# 1
17
Properties=species:S:1:pos:R:3:forces:R:3:lowdin_charge:R:1 method="wB97M-V/def2-TZVPD" multiplicity=1 orbital_gap_ev=10.24 homo_ev=-9.529 total_charge=0 de_lowest_ev=1.2539 energy_ha=-721.100114 fmax_ha_per_bohr=0.0742
H 4.0310 -0.2040 0.3956 1.2 -1.3 -0.1 0.026
N 3.1407 0.1979 0.3963 -2.2 0.8 0.0 0.150
C 2.1018 -0.4963 0.2250 0.0 -0.2 0.6 -0.543
N 1.9057 -1.8718 0.0376 -1.0 0.2 -0.5 0.115
O 0.9037 0.2351 0.2647 -0.1 -0.5 -1.0 -0.201
P -0.6440 -0.2627 -0.0947 1.2 1.0 1.6 0.578
C -0.8462 -0.1575 -1.8702 3.6 0.4 1.0 -0.130
C -1.3208 1.2754 0.6498 -0.3 -0.1 -1.9 -0.138
O -0.8668 -1.6077 0.5052 -0.8 0.8 -0.6 -0.329
H 2.2842 -2.5216 0.7185 0.3 0.5 -0.2 0.100
H 0.9017 -2.0964 -0.1460 1.3 0.0 0.6 0.058
H 0.1806 0.2570 -2.2127 -1.8 -1.1 0.0 0.111
H -1.1818 -1.0902 -2.1997 0.2 -1.6 -0.9 0.035
H -1.5744 0.5068 -2.1336 -1.9 2.1 -0.5 0.011
H -0.7463 2.1486 0.2706 -0.3 -0.7 0.2 0.075
H -2.3866 1.4701 0.4963 0.1 -0.3 -0.1 0.057
H -1.1336 1.1398 1.6668 0.3 0.1 1.8 0.025

# 2
17
Properties=species:S:1:pos:R:3:forces:R:3:lowdin_charge:R:1 method="wB97M-V/def2-TZVPD" multiplicity=1 orbital_gap_ev=7.14 homo_ev=-3.328 total_charge=-1 de_lowest_ev=3.7873 energy_ha=-777.851613 fmax_ha_per_bohr=0.0949
C -2.1850 0.5099 1.1312 3.7 3.1 -0.7 -0.118
C -1.4776 0.1296 -0.1811 -1.4 1.5 -0.4 -0.269
C -0.0082 0.5419 -0.3871 -0.8 -0.9 -2.6 -0.320
N 0.9982 -1.6400 -0.6060 0.0 -1.5 1.4 -0.035
N 0.9248 -0.4262 0.1540 1.5 -0.4 -0.3 -0.358
O 3.0124 0.7441 -1.1171 -0.9 -0.9 2.1 -0.601
O 3.6599 -0.3553 1.0274 -1.6 -0.4 -0.8 -0.580
S 2.6067 0.4682 0.3451 1.2 1.7 -1.7 0.670
H -2.9712 -0.1132 1.2284 -3.1 -1.5 0.6 0.015
H -1.5419 0.4115 2.0013 0.2 -0.3 0.1 0.067
H -2.3842 1.6124 1.0537 -0.5 -1.0 0.4 0.081
H -2.2179 0.4909 -0.9532 1.2 0.5 0.2 0.106
H -1.6772 -0.8716 -0.3423 0.6 -2.6 -0.1 0.053
H 0.1229 0.8308 -1.5400 0.2 -0.8 2.0 0.136
H 0.1296 1.4431 0.1426 0.5 1.2 0.7 0.063
H 1.8494 -2.1854 -0.3820 -0.6 0.7 1.0 0.065
H 1.1592 -1.5905 -1.5748 -0.1 1.5 -1.9 0.024

# 3
24
Properties=species:S:1:pos:R:3:forces:R:3:lowdin_charge:R:1 method="wB97M-V/def2-TZVPD" multiplicity=3 orbital_gap_ev="5.01 / 8.66" homo_ev="-1.794 / -6.435" total_charge=-1 de_lowest_ev=0.0000 energy_ha=-1627.400129 fmax_ha_per_bohr=0.1029
C 2.5031 -0.1380 -0.7065 -3.5 0.4 -0.5 -0.149
C 0.6556 -1.1877 0.4439 0.8 -0.1 -0.6 -0.264
C -2.0394 0.0831 -1.0824 -0.8 -0.2 -1.4 -0.473
N 0.7681 -0.3622 1.4731 -2.9 -1.6 4.1 0.038
N -1.9295 -1.3367 -0.8505 1.2 0.6 0.0 0.077
O 2.5648 2.3492 -1.4492 0.3 -0.4 -0.1 -0.368
O -1.7189 2.4988 0.4558 -1.1 -0.6 -0.2 -0.165
O 0.3452 1.6261 -0.7988 2.0 -0.6 0.7 -0.400
O 2.1036 2.0948 0.9187 -0.5 -1.3 -1.1 -0.374
O -1.6320 0.2864 1.5743 -1.9 0.9 -0.6 -0.317
O -3.7648 1.1267 0.6223 2.6 0.1 -0.3 -0.331
O -3.1970 0.4289 -1.8188 0.2 -0.2 0.5 -0.055
O 1.4963 -1.1544 -0.5660 1.4 -0.6 -2.8 -0.126
S 1.8186 1.5963 -0.4538 -0.3 2.5 -0.4 0.528
S -2.2763 1.0010 0.4849 -1.6 1.0 2.4 0.756
H 3.2318 -0.3512 0.0072 1.6 0.2 1.0 0.088
H 2.7861 -0.1069 -1.7607 0.2 -0.2 0.4 0.108
H -1.2083 0.5449 -1.6210 0.3 -0.7 0.5 0.117
H 1.2501 0.5009 1.4865 0.5 1.1 -0.3 0.014
H -0.2408 -0.3107 1.8594 2.8 0.6 -0.3 0.066
H -1.1121 -1.5299 -0.2304 -0.2 0.4 -0.7 0.039
H -0.8547 2.6324 -0.0129 0.2 -1.0 0.0 0.069
H -2.7041 -1.7681 -0.3923 -1.0 0.2 0.2 0.076
H -3.8107 0.7456 -1.1247 -0.4 -0.1 -0.4 0.046

Please write out number 1 again, unchanged.
17
Properties=species:S:1:pos:R:3:forces:R:3:lowdin_charge:R:1 method="wB97M-V/def2-TZVPD" multiplicity=1 orbital_gap_ev=10.24 homo_ev=-9.529 total_charge=0 de_lowest_ev=1.2539 energy_ha=-721.100114 fmax_ha_per_bohr=0.0742
H 4.0310 -0.2040 0.3956 1.2 -1.3 -0.1 0.026
N 3.1407 0.1979 0.3963 -2.2 0.8 0.0 0.150
C 2.1018 -0.4963 0.2250 0.0 -0.2 0.6 -0.543
N 1.9057 -1.8718 0.0376 -1.0 0.2 -0.5 0.115
O 0.9037 0.2351 0.2647 -0.1 -0.5 -1.0 -0.201
P -0.6440 -0.2627 -0.0947 1.2 1.0 1.6 0.578
C -0.8462 -0.1575 -1.8702 3.6 0.4 1.0 -0.130
C -1.3208 1.2754 0.6498 -0.3 -0.1 -1.9 -0.138
O -0.8668 -1.6077 0.5052 -0.8 0.8 -0.6 -0.329
H 2.2842 -2.5216 0.7185 0.3 0.5 -0.2 0.100
H 0.9017 -2.0964 -0.1460 1.3 0.0 0.6 0.058
H 0.1806 0.2570 -2.2127 -1.8 -1.1 0.0 0.111
H -1.1818 -1.0902 -2.1997 0.2 -1.6 -0.9 0.035
H -1.5744 0.5068 -2.1336 -1.9 2.1 -0.5 0.011
H -0.7463 2.1486 0.2706 -0.3 -0.7 0.2 0.075
H -2.3866 1.4701 0.4963 0.1 -0.3 -0.1 0.057
H -1.1336 1.1398 1.6668 0.3 0.1 1.8 0.025